--- w ---
Here is a single C4H4O2S2 molecule from the OMol25 dataset. Energies are from ωB97M-V/def2-TZVPD.

Positions of all 12 atoms, in Å:
S1 1.72511 1.39311 -2.27069
C1 0.62649 1.28460 -1.11620
O1 -0.50726 0.54652 -1.23748
C2 -1.32510 0.41527 -0.14629
C3 -0.94949 -0.08975 1.01893
O2 0.34047 -0.50594 1.31140
C4 0.86031 -1.49301 0.54590
S2 2.37955 -1.98635 0.69163
H1 0.68111 1.79386 -0.15909
H2 -2.34546 0.71866 -0.31495
H3 -1.62443 -0.17741 1.85310
H4 0.13871 -1.89958 -0.17625

The frontier orbital gap comes out at 9.20 eV. The net charge is 0. The HOMO energy is -9.24 eV. Its SMILES is S=CO/C=C\OC=S. The calculation puts the LUMO energy at -0.00169 Eh. Its spin multiplicity is 1. The value obtained for the molar mass is 148.2 g mol⁻¹.

--- x ---
Here is a single C4H4O2S2 molecule from the OMol25 dataset. Energies are from ωB97M-V/def2-TZVPD.

Positions of all 12 atoms, in Å:
O1 0.67635 1.85664 -1.21214
C1 -0.05471 1.41296 -0.32337
C2 -0.03384 -0.04997 0.11979
S1 0.93693 -0.07628 1.70899
C3 0.72521 -0.90748 -0.86332
O2 0.40152 -2.05997 -1.15922
C4 -1.39220 -0.65863 0.45324
S2 -2.87766 0.07777 0.21737
H1 -0.70217 2.09253 0.26428
H2 2.04727 0.47424 1.21897
H3 1.62255 -0.47673 -1.28809
H4 -1.34925 -1.68506 0.86351

The frontier orbital gap comes out at 8.32 eV. The net charge is 0. The HOMO energy is -9.57 eV. Its SMILES is O=CC(S)(C=O)C=S. The calculation puts the LUMO energy at -0.04584 Eh. Its spin multiplicity is 1. The value obtained for the molar mass is 148.2 g mol⁻¹.

Energy above the most stable structure, in eV: w 0.530; x 0.000